1.
Molecular formula: C20H28N4O2S
Method: DFT, wB97M-V/def2-TZVPD

Results
* LUMO energy: 0.45 eV
* 2S+1: 1
* charge: 0
* ΔE to the lowest compared entry with this formula, charge and spin: 45.1 kcal/mol

Structure (XYZ):
```
55
Properties=species:S:1:pos:R:3:forces:R:3
C -5.7008 -1.7869 -0.5023 0.0 -0.3 0.0
H -6.7031 -2.1680 -0.6912 0.1 0.0 0.0
O -5.8219 -0.3850 -0.4923 0.1 0.4 0.0
C -4.7078 0.3642 -0.2893 0.1 0.2 0.0
C -3.4312 -0.1459 -0.0766 -0.2 -0.3 0.0
C -2.3584 0.7069 0.1140 0.0 0.4 0.0
C -2.5302 2.0866 0.0923 -0.3 -0.2 0.0
C -3.8196 2.5896 -0.1055 0.2 0.0 0.0
C -4.8904 1.7501 -0.2950 -0.1 -0.2 0.0
H -5.8849 2.1361 -0.4525 -0.1 0.1 0.0
H -3.9507 3.6609 -0.1083 0.0 0.1 0.0
C -1.4456 3.0916 0.2630 0.1 0.0 0.0
O -1.6777 4.2635 0.4783 0.1 0.0 0.0
N -0.1749 2.5956 0.1291 0.1 -0.5 0.0
C 0.9818 3.3548 0.1616 0.2 0.6 0.1
C 1.1588 4.7144 0.3359 -0.2 -0.1 0.0
C 2.5430 4.8969 0.2542 -0.1 -0.4 0.0
N 3.1660 3.7554 0.0487 0.8 0.2 0.0
N 2.2164 2.8117 -0.0114 -0.4 0.2 0.0
C 2.6389 1.4440 -0.1922 0.0 -0.5 0.0
C 2.1008 0.8089 -1.4784 0.4 0.0 0.0
C 2.6146 -0.6259 -1.5894 -0.2 0.2 -0.1
N 2.1866 -1.3686 -0.4246 0.2 0.1 -0.2
C 2.8253 -0.8495 0.7675 -0.2 0.2 0.1
C 2.3095 0.5653 1.0178 0.3 0.0 -0.1
H 2.7743 0.9834 1.9118 0.0 0.1 0.0
H 1.2334 0.5102 1.1820 -0.1 0.0 0.1
H 3.9240 -0.8257 0.6658 0.0 -0.1 0.1
H 2.5706 -1.4785 1.6197 0.0 0.0 0.0
C 2.1552 -2.8121 -0.5706 0.1 -0.3 0.1
C 3.5130 -3.5165 -0.4704 -0.3 0.2 -0.1
H 4.1991 -3.1132 -1.2112 0.1 0.0 -0.1
H 3.9464 -3.3833 0.5179 0.1 0.0 0.1
H 3.3930 -4.5810 -0.6549 0.0 -0.1 0.0
C 1.1686 -3.3718 0.4541 -0.4 0.3 0.0
H 0.7548 -4.3257 0.1267 0.1 -0.1 0.0
H 1.6254 -3.5012 1.4370 0.1 -0.1 0.0
S -0.1896 -2.1690 0.6112 -0.2 -0.3 0.2
C -1.3164 -3.1794 1.6208 0.4 0.1 -0.4
H -2.1554 -2.5474 1.8906 -0.1 0.0 0.1
H -0.8008 -3.5065 2.5193 -0.1 -0.1 0.1
H -1.6604 -4.0357 1.0466 -0.1 -0.1 0.1
H 1.7364 -2.9997 -1.5665 0.0 0.0 0.1
H 3.7144 -0.6137 -1.6887 0.0 0.0 -0.1
H 2.1953 -1.0925 -2.4834 0.1 0.0 0.0
H 1.0112 0.7760 -1.4780 -0.1 0.0 -0.1
H 2.4255 1.3923 -2.3412 0.0 0.1 0.0
H 3.7304 1.5172 -0.2771 -0.2 0.0 0.0
H 3.0997 5.8089 0.3366 0.1 0.2 0.0
H 0.3948 5.4434 0.4959 -0.2 0.1 0.0
H -0.0648 1.6104 -0.0519 -0.1 0.2 0.0
H -1.3989 0.2457 0.2991 0.1 0.0 0.0
H -3.2489 -1.2084 -0.0595 0.0 -0.1 0.0
H -5.0286 -2.1266 -1.2966 0.0 0.0 0.0
H -5.3461 -2.1663 0.4616 0.0 0.0 0.0
```
Positions in Å, forces in eV/Å.

2.
Molecular formula: C41H35N9O6V
Method: DFT, wB97M-V/def2-TZVPD

Results
* ⟨S²⟩: 3.820
* LUMO energy (spin up / spin down): 4.13 / 4.13 eV
* 2S+1: 4
* charge: -2

Structure (XYZ):
```
92
Properties=species:S:1:pos:R:3:forces:R:3
V -0.6517 0.6632 1.1840 -0.7 -0.9 0.6
C 2.6327 -2.7254 1.3950 0.1 0.0 0.0
O 2.8942 -2.0310 2.6053 -0.1 -0.2 0.0
C 3.1012 -0.6775 2.4850 0.1 0.1 0.0
C 4.2313 -0.1705 3.0886 0.1 0.0 0.0
C 4.5217 1.1927 3.0500 0.0 0.1 0.0
C 3.6575 2.0271 2.3694 0.1 0.0 0.1
C 2.4887 1.5469 1.7746 -0.1 0.2 -0.1
C 1.6923 2.4994 1.0045 0.1 -0.2 0.0
N 0.5004 2.2723 0.6159 0.2 0.6 -0.3
N -0.0468 3.1581 -0.3201 0.2 -0.1 0.3
C -1.0900 2.5614 -0.8241 -0.2 0.0 -0.4
O -1.5304 1.4172 -0.4693 0.1 0.1 0.0
C -1.8080 3.2115 -1.9662 0.1 0.0 0.3
C -1.4134 4.4390 -2.4831 0.0 0.1 -0.1
C -2.0967 4.9966 -3.5559 0.1 0.0 0.1
C -3.1790 4.3294 -4.1167 0.0 0.0 0.0
C -3.5784 3.1071 -3.5948 0.0 -0.1 0.1
C -2.8966 2.5497 -2.5188 -0.2 0.0 -0.1
C 2.1508 0.1627 1.8431 -0.2 0.0 -0.3
O 1.0753 -0.3482 1.3244 0.4 0.0 0.2
H 2.5753 -3.7808 1.6632 0.0 0.0 0.0
H 3.4565 -2.5857 0.6846 0.0 0.0 0.0
H 1.7038 -2.3908 0.9377 -0.1 0.0 0.0
H 4.8861 -0.8726 3.5941 0.0 0.0 0.0
H 5.4110 1.5829 3.5293 0.0 0.0 0.0
H 3.8689 3.0899 2.2999 0.0 0.0 0.0
H 2.1734 3.4180 0.6712 0.0 0.0 0.0
H -0.5643 4.9388 -2.0342 0.0 0.0 0.0
H -1.7830 5.9547 -3.9543 0.0 0.0 0.0
H -3.7116 4.7656 -4.9550 0.0 0.0 0.0
H -4.4281 2.5830 -4.0165 0.0 0.0 0.0
H -3.2037 1.6067 -2.0785 0.0 0.0 0.0
C -1.6512 -3.8043 0.0512 -0.2 -0.1 0.0
O -2.3115 -3.1095 -0.9928 0.3 0.2 0.0
C -3.2045 -2.1153 -0.5988 -0.3 -0.3 -0.1
C -4.4746 -2.2069 -1.1832 0.0 0.0 0.1
C -5.4479 -1.2735 -0.8372 0.0 0.0 0.0
C -5.1540 -0.2853 0.0832 0.1 0.0 0.0
C -3.8693 -0.1532 0.6759 -0.1 0.0 0.0
C -3.6586 0.8691 1.6359 0.3 0.1 0.0
N -2.4440 1.2273 2.0775 -0.3 -0.1 0.0
N -2.3605 2.0713 3.1377 0.0 -0.2 -0.1
C -1.1211 2.0703 3.5659 0.2 -0.3 -0.1
O -0.2033 1.2826 3.0263 -0.2 0.4 0.0
C -0.7267 2.9116 4.6913 0.0 0.1 0.1
C -1.6214 3.7975 5.3191 0.0 0.0 0.0
C -1.2145 4.5786 6.3862 0.0 0.0 0.0
C 0.0972 4.5105 6.8644 -0.1 0.0 -0.1
C 0.9901 3.6407 6.2460 0.0 0.0 0.0
C 0.5906 2.8518 5.1752 0.0 0.1 0.0
C -2.8443 -1.0995 0.2878 0.4 0.2 0.1
O -1.5948 -1.0394 0.7511 -0.2 0.1 -0.1
H -1.0906 -4.6031 -0.4368 0.1 0.0 0.0
H -2.3839 -4.2568 0.7310 0.0 0.0 0.0
H -1.0039 -3.1498 0.6329 0.1 0.0 0.0
H -4.6675 -3.0180 -1.8772 0.0 0.0 0.0
H -6.4387 -1.3321 -1.2798 0.0 0.0 0.0
H -5.9149 0.4394 0.3613 0.0 0.0 0.0
H -4.5208 1.3930 2.0453 0.0 0.0 0.0
H -2.6357 3.8515 4.9425 0.0 0.0 0.0
H -1.9244 5.2560 6.8524 0.0 0.0 0.0
H 0.4136 5.1277 7.6990 0.0 0.0 0.0
H 2.0156 3.5761 6.5985 0.0 0.0 0.0
H 1.2849 2.1797 4.6851 0.0 0.0 0.0
C -0.8189 -0.7772 -2.6993 0.0 0.0 0.0
C 0.6367 -0.4646 -2.6097 0.0 -0.1 0.1
N 1.1963 0.3115 -1.7233 0.1 0.1 -0.2
C 2.5461 0.3101 -1.9986 -0.1 0.0 0.1
C 2.8154 -0.4722 -3.0767 -0.1 -0.1 0.0
N 1.5864 -0.9847 -3.4664 0.0 0.1 0.0
C 1.3519 -1.9444 -4.4986 0.1 -0.1 0.1
N 2.1236 -3.1595 -4.2828 -0.3 0.4 0.1
N 2.9325 -3.6227 -5.2418 0.0 0.2 -0.3
N 3.5168 -4.6831 -4.8389 0.2 -0.3 0.2
C 3.0982 -4.9340 -3.5465 0.2 -0.2 -0.2
C 3.4502 -5.9538 -2.6558 0.1 -0.1 0.0
C 2.8669 -5.9235 -1.4159 -0.1 0.1 0.1
C 1.9505 -4.9036 -1.0527 0.1 -0.3 0.1
C 1.5942 -3.9003 -1.9117 0.0 0.2 -0.1
C 2.1942 -3.9496 -3.1798 -0.2 0.2 0.2
H -1.3144 -0.3236 -1.8416 0.0 0.0 0.0
H -1.0288 -1.8499 -2.6603 0.0 0.0 0.0
H -1.2644 -0.3655 -3.6102 0.0 0.0 0.0
H 3.2409 0.8599 -1.3800 -0.1 0.0 -0.1
H 3.7317 -0.7457 -3.5756 -0.1 0.0 0.0
H 1.6477 -1.5922 -5.4832 0.0 0.1 -0.1
H 0.2910 -2.1778 -4.4999 -0.1 0.0 0.0
H 4.1589 -6.7206 -2.9420 0.0 0.0 0.0
H 3.1117 -6.6851 -0.6868 0.0 0.0 0.0
H 1.5265 -4.9133 -0.0579 0.0 0.0 0.0
H 0.9100 -3.1142 -1.6134 0.0 0.0 0.0
```
Positions in Å, forces in eV/Å.

3.
Molecular formula: C8H23N4
Method: DFT, wB97M-V/def2-TZVPD

Results
* LUMO energy: -2.51 eV
* 2S+1: 1
* charge: +1
* ΔE to the lowest compared entry with this formula, charge and spin: 36.0 kcal/mol

Structure (XYZ):
```
35
Properties=species:S:1:pos:R:3:forces:R:3
C 2.1108 -2.9815 -0.2662 0.1 -0.1 -0.3
C -0.0662 2.1870 1.3041 1.4 5.8 1.4
C 2.0871 1.8797 -0.2545 -0.9 -3.0 -0.8
C -2.7343 -0.0737 1.2198 1.3 1.2 0.1
C -0.8548 1.2896 -1.6816 0.8 -0.4 0.9
C 1.6966 -1.5596 0.0994 4.2 -1.3 1.7
C 0.9533 1.3702 0.6903 2.7 -3.8 1.7
C -2.1739 -0.1830 -0.1558 -0.1 -1.1 -1.0
N -1.8427 -1.6267 -0.3490 -0.1 -1.2 1.4
N 0.7284 -0.8659 -0.5897 -2.6 1.8 -4.8
N -0.9772 0.6055 -0.4048 -3.0 0.3 -0.9
N 0.1053 0.1671 0.2410 0.5 0.2 0.5
H 2.6730 -3.1661 -1.1790 0.0 0.8 -0.3
H 2.8215 -3.2827 0.5175 -0.6 -0.2 0.0
H 1.2585 -3.6331 -0.3647 -0.3 -0.5 0.5
H -0.5356 1.7512 2.1152 -1.4 -1.5 1.1
H 0.4272 3.0729 1.9388 -0.5 -1.6 -1.6
H -0.7339 2.6992 0.6325 -0.4 0.0 -0.1
H 2.1808 1.0540 -1.1522 0.1 2.3 1.9
H 3.0403 1.7774 0.3450 -1.0 1.0 -1.1
H 1.6980 2.8077 -0.6639 1.1 0.4 -0.2
H -1.9209 -0.4670 1.8226 -0.2 0.1 0.8
H -2.9561 0.9474 1.4880 0.0 0.3 0.2
H -3.6082 -0.6473 1.3261 -1.1 -0.9 0.1
H -0.0408 1.9697 -1.5675 0.5 0.8 -0.1
H -0.5743 0.6466 -2.4916 -0.2 -0.6 -0.9
H -1.7261 1.8586 -1.9257 -0.6 0.1 -0.1
H 1.3452 -1.5620 1.1114 -0.3 -0.2 0.7
H 2.6470 -1.0005 0.1530 -0.5 0.3 -0.1
H 1.5205 0.9646 1.6127 -0.7 0.2 -1.5
H -2.9362 0.0140 -0.9127 0.3 0.6 0.0
H -2.5763 -2.0732 -0.8900 0.1 -0.1 0.0
H -0.1560 -1.5318 -0.8885 1.0 1.4 1.2
H 1.0090 -0.3189 -1.4956 0.1 -1.7 1.7
H -1.8892 -2.0893 0.6155 0.2 0.6 -1.9
```
Positions in Å, forces in eV/Å.

4.
Molecular formula: C4H5NO2
Method: DFT, wB97M-V/def2-TZVPD

Results
* LUMO energy: 0.93 eV
* 2S+1: 1
* charge: 0
* ΔE to the lowest compared entry with this formula, charge and spin: 124.5 kcal/mol

Structure (XYZ):
```
12
Properties=species:S:1:pos:R:3:forces:R:3
C -0.2291 -2.1318 -0.6731 0.1 0.1 0.1
O -0.7426 -0.8337 -1.0454 0.3 0.8 0.1
C -0.4562 0.1993 -0.2204 1.6 1.7 -0.3
N -0.8033 0.3039 0.9957 0.0 -0.6 -0.5
O -0.3730 1.3287 1.6644 1.7 2.0 -2.2
C 0.5900 2.3231 0.4731 -1.9 -2.4 1.4
C 0.5663 1.6485 -0.6425 -2.0 -2.6 1.2
H 0.8223 -2.0509 -0.3812 -0.1 0.0 0.0
H -0.8094 -2.5587 0.1525 0.1 0.2 -0.1
H -0.3180 -2.7767 -1.5544 0.0 0.3 0.2
H 0.8127 3.1228 1.1603 0.3 0.1 -0.7
H 0.9149 1.6457 -1.6811 0.0 0.4 0.8
```
Positions in Å, forces in eV/Å.

Which formula does entry 1 have? C20H28N4O2S